Formula: C3H6O2S2
Source: the Open Molecules 2025 dataset
Level of theory: ωB97M-V with the def2-TZVPD basis set

The largest force on an atom is 0.0486 Eh/bohr. The calculation puts the orbital gap (spin up / spin down) at 8.01 / 5.26 eV.

```
! wB97M-V def2-TZVPD RIJCOSX def2/J DEFGRID3
* xyz 0 3
S -1.930 1.549 -0.402
S 1.547 1.911 -0.323
O 0.420 -1.010 -1.640
O -1.248 -0.945 0.147
C 0.521 0.605 -0.114
C -0.852 0.317 0.402
C 1.681 0.383 0.728
H -0.197 -0.681 -2.330
H -0.831 0.477 1.473
H -1.833 2.631 0.363
H -0.606 -1.235 -0.649
H 1.601 0.408 1.790
H 2.464 -0.420 0.539
*
```

Formula: C3H6O2Si
Source: the Open Molecules 2025 dataset
Level of theory: ωB97M-V with the def2-TZVPD basis set

The largest force on an atom is 0.0703 Eh/bohr. The calculation puts the orbital gap at 10.69 eV. As for the SMILES: [SiH3][C@H]1O[C@@]12CO2.

```
! wB97M-V def2-TZVPD RIJCOSX def2/J DEFGRID3
* xyz 0 1
Si 1.971 0.167 -0.211
O -0.682 -0.223 -1.434
O -2.310 0.296 0.430
C 0.011 0.838 -0.700
C -1.104 0.058 -0.168
C -1.530 -0.780 0.997
H 2.273 -0.765 -1.265
H 2.708 1.417 -0.238
H 1.973 -0.439 1.130
H -0.191 1.851 -1.092
H -1.132 -0.767 1.963
H -1.989 -1.654 0.588
*
```

Formula: C3H6O2Si
Source: the Open Molecules 2025 dataset
Level of theory: ωB97M-V with the def2-TZVPD basis set

The largest force on an atom is 0.0679 Eh/bohr. The calculation puts the orbital gap at 10.91 eV. As for the SMILES: [SiH3][C@H]1O[C@@]12CO2.

```
! wB97M-V def2-TZVPD RIJCOSX def2/J DEFGRID3
* xyz 0 1
Si -1.945 0.185 -0.029
O 0.574 1.312 0.624
O 2.299 -0.043 -0.517
C 1.076 0.209 0.016
C -0.250 0.872 -0.507
C 1.729 -1.025 0.366
H -0.100 1.497 -1.377
H -2.148 -1.073 -0.751
H 2.225 -1.114 1.324
H -1.963 -0.043 1.413
H 1.442 -1.950 -0.116
H -2.940 1.173 -0.446
*
```

Formula: C3H6O3P
Source: the Open Molecules 2025 dataset
Level of theory: ωB97M-V with the def2-TZVPD basis set

The largest force on an atom is 0.0498 Eh/bohr. The calculation puts the orbital gap (spin up / spin down) at 7.48 / 7.48 eV.

```
! wB97M-V def2-TZVPD RIJCOSX def2/J DEFGRID3
* xyz -1 1
P -1.162 0.639 -0.550
O 0.929 0.269 -2.259
O -1.293 1.766 0.410
O -2.205 0.461 -1.578
C -0.941 -1.677 0.979
C 0.603 0.555 -1.130
C 1.560 0.861 -0.018
H -1.581 -1.486 1.822
H -1.308 -2.440 0.312
H 2.577 0.569 -0.274
H 1.204 0.354 0.873
H 0.101 -1.801 1.233
H 1.517 1.931 0.180
*
```

Formula: C3H6O3S
Source: the Open Molecules 2025 dataset
Level of theory: ωB97M-V with the def2-TZVPD basis set

The largest force on an atom is 0.0600 Eh/bohr. The calculation puts the orbital gap at 10.35 eV.

```
! wB97M-V def2-TZVPD RIJCOSX def2/J DEFGRID3
* xyz 0 1
S -0.344 0.554 0.221
O -0.432 -1.110 -0.230
O 1.052 -0.722 -2.530
O 1.113 0.841 0.270
C -0.860 0.180 1.854
C -2.017 0.486 2.360
C 2.102 -0.149 -2.733
H 3.061 -0.569 -2.522
H -2.833 0.951 1.697
H 2.138 0.801 -3.185
H -0.080 -0.273 2.546
H -2.234 0.201 3.447
H -0.664 -1.190 -1.196
*
```

Formula: C3H6O3S
Source: the Open Molecules 2025 dataset
Level of theory: ωB97M-V with the def2-TZVPD basis set

The largest force on an atom is 0.0907 Eh/bohr. The calculation puts the orbital gap at 9.87 eV. As for the SMILES: O=CC[C@H](O)SO.

```
! wB97M-V def2-TZVPD RIJCOSX def2/J DEFGRID3
* xyz 0 1
S -0.315 2.080 0.564
O 1.086 -1.292 0.964
O 1.674 0.751 -0.637
O -0.296 1.130 1.916
C -0.462 -0.485 -0.600
C -0.065 -1.074 0.684
C 0.293 0.880 -0.681
H -0.203 -1.301 -1.319
H 0.664 1.014 2.048
H 0.264 1.513 -1.637
H -0.932 -1.329 1.526
H -1.548 -0.173 -0.851
H 1.809 0.027 -0.053
*
```

Formula: C3H6O3Tm
Source: the Open Molecules 2025 dataset
Level of theory: ωB97M-V with the def2-TZVPD basis set

The largest force on an atom is 0.1067 Eh/bohr. The calculation puts the orbital gap (spin up / spin down) at 6.50 / 4.26 eV.

```
! wB97M-V def2-TZVPD RIJCOSX def2/J DEFGRID3
* xyz 3 3
Tm 2.602 1.497 0.003
O 2.368 -0.739 0.191
O 0.617 0.254 -0.411
O 0.478 -1.988 -0.211
C -0.862 0.355 -0.667
C -1.618 0.559 0.618
C 1.103 -0.983 -0.227
H -2.680 0.686 0.370
H -0.898 1.232 -1.320
H -1.525 -0.307 1.285
H -1.185 -0.516 -1.244
H 2.879 -1.512 0.475
H -1.278 1.463 1.139
*
```

Formula: C3H6O4
Source: the Open Molecules 2025 dataset
Level of theory: ωB97M-V with the def2-TZVPD basis set

The largest force on an atom is 0.0787 Eh/bohr. The calculation puts the orbital gap (spin up / spin down) at 6.37 / 9.01 eV.

```
! wB97M-V def2-TZVPD RIJCOSX def2/J DEFGRID3
* xyz 0 3
O 4.551 -0.151 -0.319
O -3.002 -0.373 0.004
O -0.600 -1.850 -0.469
O -0.775 0.095 0.631
C -1.932 0.508 -0.107
C 3.769 0.644 0.107
C -0.142 -1.028 0.411
H 4.080 1.551 0.655
H 2.674 0.533 -0.008
H -1.441 -1.616 -0.918
H -3.329 -0.390 0.911
H -1.689 0.571 -1.176
H -2.163 1.508 0.277
*
```

Formula: C3H6O4S2
Source: the Open Molecules 2025 dataset
Level of theory: ωB97M-V with the def2-TZVPD basis set

The largest force on an atom is 0.0989 Eh/bohr. The calculation puts the orbital gap at 9.01 eV.

```
! wB97M-V def2-TZVPD RIJCOSX def2/J DEFGRID3
* xyz 0 1
S 1.360 -1.108 -0.392
S -0.774 -0.658 -0.238
O -1.031 0.767 0.044
O 1.688 -1.712 0.854
O -1.348 -1.201 -1.462
O 1.940 1.073 0.973
C 1.220 1.285 -1.414
C -1.381 -1.722 1.107
C 1.692 0.664 -0.137
H 1.631 2.297 -1.483
H -2.335 -1.643 1.588
H -1.315 -2.672 0.633
H -0.584 -1.710 1.842
H 1.638 0.664 -2.285
H 0.211 1.133 -1.462
*
```

Formula: C3H6O4S2
Source: the Open Molecules 2025 dataset
Level of theory: ωB97M-V with the def2-TZVPD basis set

The largest force on an atom is 0.0555 Eh/bohr. The calculation puts the orbital gap (spin up / spin down) at 8.46 / 7.95 eV.

```
! wB97M-V def2-TZVPD RIJCOSX def2/J DEFGRID3
* xyz 0 1
S 0.552 1.803 0.428
S 1.479 -0.959 -0.039
O 0.857 2.481 -0.809
O 0.777 -1.798 0.891
O 2.822 -1.281 -0.380
O 1.556 0.522 0.641
C -1.544 0.006 1.080
C -0.951 0.847 0.036
C 0.452 -0.694 -1.410
H -1.519 0.533 2.035
H 0.835 -0.071 -2.190
H -0.939 -0.896 1.234
H -1.554 1.255 -0.762
H -2.571 -0.277 0.858
H -0.252 -1.471 -1.611
*
```

Formula: C3H6O5
Source: the Open Molecules 2025 dataset
Level of theory: ωB97M-V with the def2-TZVPD basis set

The largest force on an atom is 0.1194 Eh/bohr. The calculation puts the orbital gap at 10.60 eV. As for the SMILES: COC(O)(O)C(=O)O.

```
! wB97M-V def2-TZVPD RIJCOSX def2/J DEFGRID3
* xyz 0 1
O -2.435 -0.445 -0.509
O 0.066 -0.736 0.213
O 0.539 1.555 0.563
O -1.913 1.225 0.953
O 0.704 0.673 -1.533
C -1.556 0.398 0.053
C 0.177 0.565 -0.269
C 1.507 -1.422 0.232
H 1.344 1.396 -1.426
H 1.381 -2.316 0.841
H -3.257 -0.356 0.013
H -0.525 1.874 1.012
H 2.230 -0.727 0.658
H 1.740 -1.684 -0.800
*
```

Formula: C3H6O5S
Source: the Open Molecules 2025 dataset
Level of theory: ωB97M-V with the def2-TZVPD basis set

The largest force on an atom is 0.0696 Eh/bohr. The calculation puts the orbital gap at 10.38 eV.

```
! wB97M-V def2-TZVPD RIJCOSX def2/J DEFGRID3
* xyz 0 1
S 1.109 -2.347 0.334
O 2.418 -2.803 0.693
O 0.483 -1.405 1.233
O 1.038 -0.839 -1.298
O 1.950 0.586 0.133
O -0.328 1.916 0.661
C -0.414 0.841 -0.406
C 0.908 0.146 -0.599
C -1.574 -0.098 -0.389
H 1.612 1.488 0.628
H -0.841 1.624 1.423
H -1.719 -0.560 -1.327
H -1.635 -0.853 0.496
H -2.331 0.730 -0.349
H -0.677 1.574 -1.234
*
```

Formula: C3H6OP
Source: the Open Molecules 2025 dataset
Level of theory: ωB97M-V with the def2-TZVPD basis set

The largest force on an atom is 0.1483 Eh/bohr. The calculation puts the orbital gap at 7.73 eV.

```
! wB97M-V def2-TZVPD RIJCOSX def2/J DEFGRID3
* xyz 1 1
P 0.285 2.011 -0.492
O 1.577 0.739 0.334
C 1.049 -0.510 0.332
C -0.428 -0.427 0.427
C -0.873 0.627 -0.633
H -1.925 1.058 -0.699
H 1.526 -1.020 -0.459
H -0.726 -0.260 1.443
H -0.979 0.108 -1.609
H 1.307 -0.881 1.320
H -0.813 -1.444 0.036
*
```

Formula: C3H6ORb
Source: the Open Molecules 2025 dataset
Level of theory: ωB97M-V with the def2-TZVPD basis set

The largest force on an atom is 0.0356 Eh/bohr. The calculation puts the orbital gap (spin up / spin down) at 12.85 / 9.58 eV.

```
! wB97M-V def2-TZVPD RIJCOSX def2/J DEFGRID3
* xyz 2 2
Rb -0.801 1.042 -3.941
O 0.510 -1.697 1.202
C -0.866 -0.565 -0.357
C 0.948 0.630 1.000
C 0.189 -0.638 0.655
H -1.543 0.253 -0.113
H 0.946 0.617 2.090
H 0.461 1.560 0.706
H 1.943 0.600 0.554
H -1.398 -1.507 -0.495
H -0.388 -0.296 -1.299
*
```

Formula: C3H6OS
Source: the Open Molecules 2025 dataset
Level of theory: ωB97M-V with the def2-TZVPD basis set

The largest force on an atom is 0.1123 Eh/bohr. The calculation puts the orbital gap at 8.31 eV.

```
! wB97M-V def2-TZVPD RIJCOSX def2/J DEFGRID3
* xyz 0 1
S 2.287 -0.653 -0.030
O -1.621 -0.700 -0.003
C -0.198 -1.078 0.278
C 0.860 0.054 0.151
C 0.290 1.335 0.040
H -0.445 1.616 -0.834
H -2.091 -1.078 -1.010
H -0.091 1.730 1.051
H 1.025 2.008 -0.246
H 0.230 -1.851 -0.765
H -0.245 -1.384 1.367
*
```

Formula: C3H6OS
Source: the Open Molecules 2025 dataset
Level of theory: ωB97M-V with the def2-TZVPD basis set

The largest force on an atom is 0.1058 Eh/bohr. The calculation puts the orbital gap at 10.17 eV.

```
! wB97M-V def2-TZVPD RIJCOSX def2/J DEFGRID3
* xyz 0 1
S 1.616 -0.320 0.297
O 2.669 -0.215 -0.754
C -1.191 -0.847 0.187
C 0.465 1.145 0.317
C -0.061 -0.110 -0.300
H 0.204 1.560 1.300
H 0.111 -0.231 -1.763
H -1.266 -1.813 -0.459
H -2.030 -0.167 0.235
H 0.583 2.013 -0.339
H -1.101 -1.015 1.280
*
```

Across the entries above, electronic energy takes the values -28967.142; -15176.619; -15177.208; -18640.543; -20183.066; -20183.902; -38843.641; -11391.755; -33065.432; -33064.287; -13443.355; -24279.526; -14533.950; -5892.497; -16087.139; -16087.619 eV, respectively.